1.
{
  "formula": "C5H7N",
  "method": "wB97M-V/def2-TZVPD",
  "charge": 0,
  "orbital_gap_ev": [6.1310, 6.1299],
  "homo_energy_ev": [-5.777, -5.777],
  "spin_multiplicity": 1,
  "fmax_ev_per_a": 0.75,
  "lumo_ha": [0.013, 0.013],
  "symbols": ["H", "H", "C", "C", "N", "C", "H", "H", "H", "C", "C", "H", "H"],
  "positions_angstrom": [[2.48039, -1.14083, 0.38531], [-2.00464, -1.50662, -0.56928], [-1.38005, 0.68818, -0.30560], [-0.14354, 1.17490, 0.32045], [-0.09163, -1.07192, 0.16239], [-1.28775, -0.77378, -0.22470], [2.75850, 0.72128, 0.40831], [-1.30383, 0.61749, -1.43848], [0.30605, -2.00452, 0.17578], [2.09487, -0.12881, 0.39905], [0.76037, 0.09159, 0.35691], [0.15158, 2.21708, 0.32590], [-2.34031, 1.11598, 0.00396]]
}

2.
{
  "formula": "C34H42AsN3O2PRuS",
  "method": "wB97M-V/def2-TZVPD",
  "charge": 2,
  "orbital_gap_ev": [8.6263, 6.7518],
  "homo_energy_ev": [-13.302, -13.754],
  "spin_multiplicity": 2,
  "fmax_ev_per_a": 0.12,
  "lumo_ha": [-0.172, -0.257],
  "symbols": ["H", "C", "C", "H", "C", "H", "C", "H", "H", "H", "C", "C", "H", "C", "C", "H", "H", "C", "C", "C", "C", "H", "C", "H", "N", "C", "H", "O", "H", "H", "H", "C", "C", "H", "C", "N", "H", "C", "H", "H", "H", "H", "C", "H", "H", "O", "H", "H", "C", "H", "C", "P", "C", "C", "C", "C", "H", "H", "H", "H", "C", "C", "H", "H", "S", "C", "H", "H", "C", "H", "H", "Ru", "N", "C", "H", "H", "H", "H", "C", "C", "H", "H", "As", "C", "C"],
  "positions_angstrom": [[-4.28303, 4.17460, 2.32103], [5.28583, 0.73474, -4.31510], [1.54809, 5.76721, -2.90519], [5.56357, -1.44936, -2.94039], [-0.08782, -4.18248, -1.37913], [-1.98252, -0.01175, -4.39002], [-1.83566, 2.21168, 1.05767], [1.39523, 5.36033, -0.80793], [5.84732, -2.47470, -4.36476], [5.20063, 3.55271, 0.90448], [-2.48631, 1.72994, -2.23029], [1.86438, 2.98833, 0.76995], [3.74709, -0.85968, 1.37528], [0.16119, -4.13916, 0.98031], [2.36030, -0.31329, -2.89515], [3.32304, 1.65229, -4.12668], [2.69302, -1.77461, 0.29586], [-2.68220, 4.85654, 1.06711], [0.56200, -2.01284, 2.20743], [0.76789, 3.13148, -3.29082], [3.78250, 0.75373, -4.53713], [0.05937, -1.05071, 2.23698], [-1.11173, 3.18243, 0.36630], [-0.20467, -4.69599, -2.32285], [1.60251, -0.21550, -2.02357], [3.17198, 3.17359, 0.32846], [-1.83472, 2.53820, -2.56210], [5.83269, -0.49105, -4.75128], [5.51049, 0.89372, -3.25158], [3.39893, 3.16033, -0.73142], [3.41597, -2.50050, -3.56953], [2.71034, -1.13171, 1.17501], [3.90311, 3.41404, 2.60815], [2.24640, -1.20698, 3.27230], [0.23836, -2.74858, 0.93957], [0.11855, -2.08093, -0.22647], [4.69618, 3.58876, 3.32268], [3.83603, -1.72332, -4.20620], [0.18999, -2.59050, 3.05285], [-0.95079, -1.32555, -3.83747], [-0.25969, 0.27821, -4.09129], [-2.96060, 2.02217, -1.29509], [-1.13902, -0.25716, -3.74380], [-3.63282, -0.99319, -2.45502], [2.11662, 0.77282, 1.42451], [1.99428, 0.05638, 0.78367], [5.76092, 1.52322, -4.89579], [-0.05223, -2.24776, -2.27073], [0.87459, 3.64219, -2.00224], [-3.26087, 1.57196, -2.98217], [2.60146, 3.22387, 3.05072], [-1.57104, 0.17696, -2.02364], [-2.90352, -0.99489, -1.64372], [-2.97703, 2.57226, 1.77283], [-0.01458, -4.86977, -0.17626], [1.04192, 3.93882, -4.38647], [0.24629, -4.63436, 1.93799], [-0.08103, -5.94891, -0.14472], [1.85696, 6.79301, -2.75560], [3.55768, 0.69085, -5.60312], [4.18713, 3.39317, 1.24803], [-3.39380, 3.89442, 1.77279], [-3.53556, 1.81894, 2.31387], [-0.98487, 5.25656, -0.18061], [-1.36661, 0.50764, 1.04046], [1.42786, 5.25753, -4.19167], [0.95020, 3.54292, -5.38969], [2.58012, -2.75988, 2.53168], [1.57796, 3.01181, 2.13333], [0.56015, 2.88330, 2.48450], [0.47422, 2.10041, -3.43751], [0.19642, 0.13137, -0.51047], [3.19343, -0.43303, -3.88127], [-0.01489, -2.80888, -1.35016], [-3.39496, -0.69242, -0.71982], [-2.51756, -2.00419, -1.51550], [1.63854, 5.89010, -5.04347], [3.61288, -1.95353, -5.24899], [2.07399, -1.80401, 2.37368], [5.33644, -1.58302, -4.00666], [2.37683, 3.25499, 4.10862], [-3.01776, 5.88462, 1.06543], [0.47661, 2.52384, -0.49321], [1.27713, 4.96218, -1.80881], [-1.53621, 4.50209, 0.36630]]
}

3.
{
  "formula": "C6H5F4N",
  "method": "wB97M-V/def2-TZVPD",
  "charge": 0,
  "orbital_gap_ev": [8.9283, 8.9288],
  "homo_energy_ev": [-9.627, -9.627],
  "spin_multiplicity": 1,
  "fmax_ev_per_a": 5.07,
  "lumo_ha": [-0.026, -0.026],
  "symbols": ["F", "C", "H", "C", "F", "H", "C", "F", "H", "H", "C", "N", "H", "C", "F", "C"],
  "positions_angstrom": [[-3.40899, 0.24255, -0.15168], [0.86378, 0.79908, -0.36364], [-1.47859, -0.16580, 1.97287], [1.66155, 0.20464, -1.27118], [-1.50889, 1.67306, 1.16818], [1.07345, 0.20540, 1.77959], [-2.12547, -0.30408, -0.09578], [-1.61278, -0.17503, -1.31605], [2.07067, 0.58704, -2.17223], [0.42858, 1.82078, -0.47265], [-1.39354, 0.31305, 1.08623], [1.73400, -1.32456, 0.53394], [3.10661, -1.20316, -1.06218], [0.75467, -0.08489, 0.80272], [-2.35781, -1.60469, 0.19010], [2.19277, -0.98338, -0.62822]]
}

4.
{
  "formula": "C45H50Br2NO4",
  "method": "wB97M-V/def2-TZVPD",
  "charge": -1,
  "orbital_gap_ev": 6.8285,
  "homo_energy_ev": -4.759,
  "spin_multiplicity": 1,
  "fmax_ev_per_a": 9.07,
  "lumo_ha": 0.076,
  "symbols": ["C", "H", "C", "H", "H", "H", "H", "O", "C", "C", "C", "C", "C", "H", "H", "C", "C", "H", "C", "C", "C", "C", "C", "C", "C", "N", "C", "H", "H", "H", "H", "C", "C", "H", "H", "C", "C", "Br", "H", "H", "H", "H", "C", "H", "C", "O", "H", "H", "C", "C", "H", "O", "C", "C", "C", "H", "H", "H", "H", "C", "H", "H", "C", "H", "H", "H", "H", "H", "H", "H", "H", "C", "C", "H", "C", "C", "H", "C", "C", "H", "C", "Br", "C", "H", "H", "H", "C", "H", "C", "H", "O", "H", "H", "C", "C", "H", "H", "H", "C", "C", "H", "C"],
  "positions_angstrom": [[0.85017, -5.89290, 5.40363], [1.66897, 5.20669, -1.02356], [-2.11772, 3.56870, -2.04602], [0.17450, -2.83828, -1.05821], [-2.86343, 4.39762, -5.75884], [0.16944, 4.74659, 4.49278], [0.73922, -0.35839, -4.16962], [-6.08626, -2.00632, -2.77449], [2.27579, -7.54051, -0.55596], [-4.99681, -0.99668, -2.66654], [3.58228, 3.80926, 7.82606], [-0.55438, 4.70121, 3.68362], [0.40230, -6.22930, 3.05375], [-3.05248, 2.72621, 2.48957], [-0.87649, -5.11071, 4.37920], [-1.53707, 5.66642, 1.69881], [2.38890, -7.17438, 4.05249], [-3.15144, 4.55021, 0.80976], [1.37366, -9.55824, -1.53174], [1.91664, 7.07342, -2.07040], [1.41339, -2.24688, -2.87467], [0.15326, -8.91377, -1.73618], [-3.12074, 2.87935, -2.72694], [-2.42153, 4.59093, 1.61348], [-1.38350, 4.55782, -2.70104], [-0.55976, -4.45325, -3.23936], [2.02251, -6.63922, 5.28776], [-0.22845, -4.96620, -2.39074], [-1.57656, 6.46229, 0.95970], [-1.30892, -1.30847, -4.31507], [2.45310, 8.64616, 1.43178], [4.05101, 5.09281, 5.83401], [-3.39246, 3.18028, -4.06131], [0.56812, -5.47005, 6.36464], [1.20307, -1.86390, -5.20299], [1.05373, -6.89784, -0.75537], [-1.21598, -3.11389, -2.84245], [-0.57646, -0.39758, -1.54109], [-1.20888, -5.02186, -3.82710], [-1.39455, 2.82637, 4.33349], [4.62771, 5.85876, 5.32154], [3.30498, -7.75189, 3.96093], [-3.82747, -0.89766, -3.81047], [0.08835, 6.55685, 2.79740], [-1.43518, 3.62284, 3.59518], [-2.87525, -4.77352, -1.81536], [-0.60448, 5.09778, -2.16973], [2.57452, -0.82320, -4.24804], [-2.40157, -3.49679, -1.77816], [2.05453, 6.83787, 0.33008], [2.00866, 6.21391, 1.21879], [-4.90985, -0.11840, -1.62908], [2.30581, 8.20488, 0.44996], [4.31650, 4.79839, 7.17104], [1.86223, 6.27243, -0.93011], [3.38426, -9.37467, -0.77957], [-3.94909, -3.26599, -4.08390], [2.00828, 2.34798, 7.65528], [-1.90767, 3.33570, -1.00549], [2.57926, 3.11991, 7.14514], [-3.52545, -2.25481, -5.61551], [-0.96062, -7.08521, -1.49634], [0.03885, -5.68954, 4.28776], [5.09553, 5.33834, 7.70235], [-4.25922, -0.23491, -4.70372], [-0.23088, -6.07323, 2.18477], [-4.17764, 2.64688, -4.58986], [-3.69172, 2.10742, -2.21680], [1.76010, 6.63372, -3.05167], [2.65100, -6.80316, 6.15886], [-5.75414, -2.75721, -2.16604], [-0.01963, -2.25018, -2.07944], [-3.34126, -2.33175, -4.43835], [2.83657, 4.63818, 4.11324], [2.17343, 8.43955, -1.95100], [-1.64899, 4.85225, -4.03807], [-1.07229, 5.61819, -4.55054], [-0.60253, 5.71997, 2.73251], [-2.36723, 3.56747, 2.55927], [2.57118, 10.06864, -0.59829], [2.30754, 3.42085, 5.81077], [2.77041, -1.50407, -1.54412], [1.47841, -1.28236, -4.19730], [1.49766, -10.59496, -1.83334], [1.86595, -7.38355, 1.97289], [3.79233, 3.57627, 8.86659], [3.04549, 4.40606, 5.15426], [2.22073, 9.06305, -2.83989], [2.43378, -8.87178, -0.94030], [1.82862, -3.33287, -3.13179], [-2.98256, -2.61947, -0.75052], [-2.94838, -0.24632, -3.34588], [-1.27675, -2.99509, -5.17816], [2.36946, 9.00428, -0.69103], [-0.00756, -7.58538, -1.34336], [0.92906, -5.86153, -0.45247], [-0.67178, -9.44715, -2.20042], [1.52236, 2.88744, 5.28222], [-2.65451, 4.16550, -4.71782], [1.57944, -6.96780, 2.93581], [3.10361, -7.00437, -0.10027], [-1.71908, -2.42624, -4.23924]]
}

5.
{
  "formula": "C9H7NO",
  "method": "wB97M-V/def2-TZVPD",
  "charge": 0,
  "orbital_gap_ev": 10.0085,
  "homo_energy_ev": -9.073,
  "spin_multiplicity": 1,
  "fmax_ev_per_a": 15.82,
  "lumo_ha": 0.034,
  "symbols": ["C", "C", "H", "C", "H", "H", "C", "C", "H", "O", "H", "H", "C", "N", "C", "H", "C", "C"],
  "positions_angstrom": [[-0.25813, -0.02010, -0.00179], [-3.04392, -0.07065, -0.05044], [-0.28411, 2.22656, -0.52071], [-2.29084, 1.13063, -0.35545], [-2.63388, 2.03689, -0.37596], [-3.90929, 0.07146, 0.10637], [-0.92275, -1.19792, 0.32615], [-2.33793, -1.18989, 0.24606], [3.87282, -0.99201, -0.91754], [1.87434, -0.95717, -0.54942], [-2.83040, -2.10594, 0.40277], [-0.23789, -2.05714, 0.54091], [3.29045, -0.60819, -0.41044], [1.94890, 0.90708, 0.58625], [-0.92253, 1.19109, -0.26467], [4.13194, 1.11327, 0.89871], [3.29756, 0.49924, 0.32003], [1.25569, 0.02280, 0.01919]]
}

6.
{
  "formula": "C17H29O12P",
  "method": "wB97M-V/def2-TZVPD",
  "charge": 0,
  "orbital_gap_ev": 10.4918,
  "homo_energy_ev": -10.004,
  "spin_multiplicity": 1,
  "fmax_ev_per_a": 5.82,
  "lumo_ha": 0.018,
  "symbols": ["H", "H", "C", "C", "C", "O", "H", "H", "C", "H", "H", "O", "H", "H", "H", "H", "H", "H", "O", "C", "H", "H", "C", "C", "H", "C", "O", "C", "C", "O", "H", "H", "C", "O", "C", "C", "H", "H", "P", "H", "H", "C", "H", "H", "H", "C", "O", "C", "O", "O", "O", "C", "H", "H", "H", "H", "O", "H", "O"],
  "positions_angstrom": [[-2.16030, -3.41773, -1.80803], [-0.99186, -2.79566, 1.11997], [-0.96641, -0.07342, -2.31806], [3.73580, -1.11974, 3.82555], [4.25217, -2.46486, 4.24781], [-2.22998, -1.06837, 0.56618], [-3.12958, -2.48868, -3.05848], [-2.46470, 1.61401, -2.34762], [2.76749, 3.46072, 0.04537], [-5.87265, -0.96000, -2.03725], [4.88140, -2.40953, 5.13792], [-1.12665, 1.96892, -3.84988], [-6.45774, 1.10454, -3.36456], [1.65061, 4.13011, -1.68167], [-5.79359, 1.72610, -1.76925], [3.61405, 3.80589, 0.65012], [4.79768, -2.99123, 3.45799], [-2.48912, -1.20221, 3.37687], [0.99289, -3.08730, 3.57241], [2.08120, -2.61852, 3.74570], [-0.69378, 0.14358, -1.21805], [-0.17432, -2.21302, -2.14538], [4.65796, -0.38725, 2.87445], [-4.96485, -0.29274, -2.28620], [-2.76084, -2.87024, 1.70722], [-1.47981, -1.46769, 2.87159], [1.60743, 3.45134, 0.87211], [1.53408, 2.20997, 1.43041], [-2.44283, -2.34703, -2.14592], [3.05247, -3.17940, 4.52197], [-0.96923, -2.26942, 3.51666], [-0.94987, -1.81211, -3.75496], [-1.89503, 0.95690, -3.10823], [-4.12759, -0.06589, -1.12045], [2.90907, 2.01242, -0.32057], [-1.06744, -1.64468, -2.61434], [-0.85649, -0.51812, 2.71557], [4.77988, -0.94183, 1.93954], [-3.29208, -1.51810, -0.67483], [3.41402, 4.29880, -1.84330], [-2.65683, 0.54953, -3.87014], [-1.89747, -2.16749, 1.45932], [3.50749, -0.48816, 4.69144], [4.23073, 0.58259, 2.60725], [-4.67882, 1.81004, -3.22400], [0.23379, 1.61036, -3.53484], [2.41849, 1.35335, 0.84260], [2.57436, 4.37137, -1.14834], [0.31129, 0.27083, -3.00077], [0.78941, 1.90874, 2.31867], [-4.41498, -2.49428, -0.22366], [-5.50252, 1.17235, -2.74189], [2.29313, 1.71463, -1.17530], [3.94580, 1.73155, -0.51502], [5.64194, -0.22407, 3.32075], [2.48208, 5.41003, -0.81953], [1.21637, 2.37939, -3.71464], [-4.37605, -0.69557, -3.18744], [2.51033, -1.45377, 3.18717]]
}

7.
{
  "formula": "CHF3N2O",
  "method": "wB97M-V/def2-TZVPD",
  "charge": 0,
  "orbital_gap_ev": 11.4673,
  "homo_energy_ev": -11.131,
  "spin_multiplicity": 1,
  "fmax_ev_per_a": 6.67,
  "lumo_ha": 0.012,
  "symbols": ["F", "N", "C", "O", "F", "F", "N", "H"],
  "positions_angstrom": [[3.31687, 0.23706, 1.17310], [2.62924, 0.55099, 0.03414], [0.23120, 0.57578, -0.09570], [0.07690, 1.73242, -0.30582], [3.34458, 0.05729, -1.00058], [1.28821, -1.52491, 0.07656], [1.34004, -0.10178, -0.03603], [-0.59784, -0.25086, -0.01457]]
}